[1]
Below is a molecular structure, C54H68BrIP4PbSe2Si, with properties calculated with ωB97M-V with the def2-TZVPD basis set.

```
132
Properties=species:S:1:pos:R:3:forces:R:3:mulliken_charge:R:1
Pb -1.1085 -0.5926 0.2918 -0.04 0.06 -0.02 1.903
C 3.2994 -0.2851 -4.8136 0.03 0.04 0.04 -1.876
C 2.4539 -0.9209 -3.7130 -0.01 -0.06 0.06 0.972
C 3.3649 -1.4939 -2.6291 -0.04 0.09 -0.03 -1.209
P 0.9732 -0.0089 -3.0138 0.09 0.12 -0.09 1.589
C -0.0422 0.0522 -4.5814 0.04 -0.09 0.00 0.426
C -1.1172 1.1273 -4.5098 -0.02 0.04 -0.02 -1.408
C -0.6969 -1.3188 -4.7839 0.00 -0.02 0.04 -1.342
C 1.4063 1.7855 -2.8372 -0.01 -0.07 -0.08 0.093
C 1.9554 2.5170 -3.8937 0.01 0.01 -0.09 -0.608
C 2.1047 3.8929 -3.8339 0.01 -0.02 -0.01 -1.047
C 1.6758 4.5768 -2.7073 -0.03 -0.01 0.05 -1.036
C 1.1310 3.8670 -1.6485 0.01 0.07 -0.05 -0.304
C 0.9979 2.4721 -1.6764 0.05 0.02 0.07 0.949
Si 0.4268 1.6564 -0.0543 -0.26 -0.14 -0.05 -1.240
C 1.9624 1.6233 1.0644 0.05 0.03 0.06 0.873
C 3.1488 2.2452 0.6816 0.08 -0.01 -0.05 -0.385
C 4.1900 2.4410 1.5797 -0.01 -0.01 0.00 -0.879
C 4.0474 2.0343 2.8965 0.05 0.02 0.01 -1.284
C 2.8815 1.3979 3.2962 -0.02 -0.03 -0.02 -0.556
C 1.8482 1.1633 2.3912 -0.04 -0.03 -0.05 0.751
P 0.3416 0.2063 2.8181 0.06 0.03 0.11 -0.153
C 0.9818 -1.3718 3.5801 0.00 0.06 0.03 1.715
C -0.0804 -2.4715 3.5074 -0.04 -0.03 -0.01 -1.321
C 1.5855 -1.3236 4.9856 0.01 0.03 -0.01 -1.489
C -0.6011 1.1981 4.0751 0.09 -0.07 0.09 2.911
C -1.6778 0.3285 4.7284 -0.02 0.01 -0.03 -1.621
C 0.2038 1.9716 5.1166 0.01 0.02 -0.01 -1.597
C -0.5860 2.9782 0.9362 0.03 0.00 0.03 -0.111
C 0.1144 3.9175 1.7052 0.00 0.04 0.04 0.755
C -0.5226 4.7893 2.5759 0.07 -0.01 -0.02 -1.102
C -1.9014 4.7461 2.7029 -0.06 0.01 0.01 -1.076
C -2.6265 3.8506 1.9334 -0.02 0.03 -0.01 -0.739
C -1.9903 2.9736 1.0535 -0.04 0.02 0.06 1.074
P -2.9030 1.7768 0.0281 -0.01 -0.05 0.00 -0.380
C -3.0703 2.6625 -1.5883 -0.08 -0.04 -0.02 2.075
C -3.4212 4.1468 -1.5157 0.02 0.00 0.03 -1.627
C -4.0181 1.8735 -2.4947 0.03 0.00 0.00 -1.576
C -4.6084 1.4913 0.7082 0.06 0.03 0.00 0.510
C -5.6728 2.5870 0.6336 0.02 0.02 0.00 -1.554
C -4.4889 0.8972 2.1133 0.03 -0.01 0.02 -1.161
H 3.9459 -1.0453 -5.2595 0.02 0.00 0.02 0.455
H 3.9462 0.4934 -4.4013 -0.02 0.01 -0.03 0.353
H 2.7101 0.1494 -5.6221 0.00 -0.05 0.01 0.356
H 1.9343 -1.7795 -4.1495 -0.02 -0.01 -0.03 0.148
H 4.0087 -0.7276 -2.1898 -0.09 0.01 -0.03 0.093
H 4.0181 -2.2520 -3.0701 0.03 0.00 0.07 0.497
H 2.7940 -1.9583 -1.8263 0.00 -0.01 0.00 -0.081
H 0.6204 0.2645 -5.4291 -0.05 0.01 0.04 0.482
H -1.7171 0.9883 -3.6106 -0.07 -0.02 0.08 -0.014
H -1.7909 1.0442 -5.3672 0.02 0.02 0.01 0.597
H -0.7017 2.1360 -4.4931 -0.02 -0.02 0.01 0.236
H -1.4151 -1.5262 -3.9852 0.04 0.05 -0.06 0.060
H 0.0258 -2.1366 -4.7808 -0.02 0.01 -0.04 0.298
H -1.2278 -1.3472 -5.7394 0.00 0.01 0.01 0.453
H 2.2457 2.0055 -4.8009 -0.03 0.04 0.02 0.270
H 2.5324 4.4287 -4.6726 0.00 0.00 0.00 0.397
H 1.7607 5.6555 -2.6529 0.00 -0.01 0.01 0.394
H 0.8012 4.4166 -0.7745 0.01 0.00 -0.01 0.337
H 3.2616 2.5900 -0.3410 -0.01 0.04 0.02 0.252
H 5.1072 2.9157 1.2522 -0.01 0.00 0.01 0.425
H 4.8458 2.1979 3.6103 -0.01 -0.01 -0.01 0.385
H 2.7831 1.0854 4.3258 0.02 0.00 -0.01 0.382
H 1.7780 -1.6364 2.8741 0.01 -0.03 -0.01 -0.324
H -0.8840 -2.3084 4.2287 0.03 0.00 -0.03 0.229
H 0.3817 -3.4330 3.7404 -0.02 -0.01 0.00 0.624
H -0.5273 -2.5578 2.5160 0.00 -0.03 -0.01 -0.058
H 0.8987 -0.8758 5.7044 0.01 -0.03 0.00 0.175
H 2.5270 -0.7792 5.0181 -0.02 0.01 0.02 0.277
H 1.7895 -2.3420 5.3256 0.01 0.01 -0.03 0.494
H -1.1050 1.9335 3.4425 -0.05 0.07 -0.06 -1.776
H -1.2460 -0.3737 5.4439 -0.01 0.02 -0.02 0.331
H -2.2393 -0.2477 3.9888 -0.01 0.01 0.02 0.260
H -2.3826 0.9618 5.2726 0.00 -0.01 -0.01 0.440
H 0.7468 1.3098 5.7938 -0.01 0.02 -0.02 0.192
H -0.4763 2.5785 5.7213 0.01 -0.02 -0.01 0.462
H 0.9195 2.6458 4.6460 -0.02 0.00 0.02 0.389
H 1.1968 3.9525 1.6458 -0.01 0.00 0.01 0.406
H 0.0598 5.4892 3.1635 -0.01 -0.01 -0.02 0.440
H -2.4134 5.4102 3.3889 0.01 -0.01 -0.01 0.405
H -3.7033 3.8395 2.0228 0.04 -0.01 0.02 0.014
H -2.0535 2.5936 -1.9928 0.00 -0.05 -0.07 -1.005
H -4.4022 4.3225 -1.0737 0.01 0.00 -0.01 0.199
H -3.4303 4.5681 -2.5245 0.01 -0.01 0.02 0.538
H -2.6834 4.6958 -0.9297 -0.01 0.02 0.00 0.292
H -5.0493 1.9402 -2.1420 0.02 0.00 -0.02 0.310
H -3.7452 0.8159 -2.5367 -0.02 0.01 -0.01 0.307
H -3.9924 2.2711 -3.5111 0.03 0.00 0.01 0.444
H -4.9428 0.6722 0.0613 0.01 -0.01 -0.06 0.491
H -5.4134 3.4747 1.2099 -0.04 -0.02 -0.01 0.220
H -6.6138 2.2003 1.0334 0.01 0.00 0.01 0.491
H -5.8598 2.9010 -0.3917 -0.01 0.00 0.02 0.307
H -4.1089 1.6201 2.8382 0.00 0.02 -0.02 0.186
H -3.8159 0.0352 2.1145 -0.01 0.00 0.02 -0.052
H -5.4687 0.5594 2.4576 0.01 0.00 0.01 0.565
Se -3.2165 -2.1468 -1.7346 0.04 0.08 -0.02 -0.520
P -1.8600 -3.6455 -0.9832 0.08 0.06 0.02 0.451
Se 0.2457 -3.1131 -0.9256 -0.02 -0.08 0.03 -0.562
C -2.0910 -5.1821 -1.9245 0.00 -0.01 0.02 0.587
C -1.0671 -5.7530 -2.6660 0.02 0.02 0.00 -0.373
C -1.2987 -6.9231 -3.3776 0.00 -0.04 -0.03 -0.623
C -2.5478 -7.5235 -3.3442 0.02 0.00 0.00 -0.437
C -3.5738 -6.9521 -2.6000 -0.02 0.01 0.01 -0.701
C -3.3482 -5.7824 -1.8946 -0.02 -0.04 -0.03 -0.549
C -2.3356 -4.1321 0.7160 -0.06 -0.01 -0.03 0.498
C -3.3865 -3.5203 1.3873 0.06 0.02 0.02 -0.188
C -3.6941 -3.8980 2.6899 -0.02 -0.01 0.01 -0.500
C -2.9672 -4.8992 3.3146 -0.02 0.01 0.00 -0.497
C -1.9249 -5.5239 2.6383 0.05 0.00 0.01 -0.668
C -1.6032 -5.1357 1.3491 -0.02 -0.01 0.00 -0.693
H -0.0922 -5.2805 -2.6838 -0.02 0.00 0.02 0.200
H -0.4974 -7.3640 -3.9576 -0.02 0.00 0.01 0.395
H -2.7259 -8.4369 -3.8983 0.01 0.01 0.01 0.374
H -4.5517 -7.4169 -2.5734 0.02 0.00 0.00 0.391
H -4.1502 -5.3259 -1.3257 0.01 0.00 0.00 0.368
H -3.9530 -2.7450 0.8850 -0.01 -0.02 -0.01 0.340
H -4.5107 -3.4118 3.2107 0.02 -0.01 0.00 0.423
H -3.2097 -5.1966 4.3276 0.00 0.00 -0.01 0.399
H -1.3543 -6.3071 3.1228 -0.02 0.02 -0.01 0.429
H -0.7721 -5.6001 0.8305 -0.01 0.00 0.01 0.400
Br 7.5275 -2.0154 2.2650 0.03 0.02 -0.01 -0.211
C 7.3402 -0.7214 0.8992 -0.11 -0.03 -0.01 0.255
C 8.4908 -0.0889 0.4430 -0.02 -0.05 0.04 -0.389
C 8.4075 0.8684 -0.5514 -0.01 0.04 -0.04 -0.543
C 7.1721 1.2007 -1.0907 0.06 0.03 -0.02 -0.911
C 6.0278 0.5729 -0.6340 -0.08 -0.06 0.05 -0.054
C 6.0977 -0.4000 0.3614 0.06 0.08 0.00 -0.064
I 4.3193 -1.2830 0.9849 0.09 -0.15 0.05 0.560
H 9.4458 -0.3558 0.8742 -0.01 0.00 0.00 0.389
H 9.3087 1.3534 -0.9031 -0.01 0.00 0.00 0.380
H 7.0960 1.9505 -1.8678 0.00 -0.01 0.01 0.437
H 5.0618 0.8389 -1.0437 0.03 -0.01 0.01 0.246
```
Positions in Å, forces in eV/Å.

**HOMO energy**: -0.2450 hartree
**LUMO**: 0.454 eV

[2]
Below is 2 unconnected molecules or ions with the total composition C3H6FNO2, with properties calculated with ωB97M-V with the def2-TZVPD basis set.

```
13
Properties=species:S:1:pos:R:3:forces:R:3:mulliken_spin:R:1
C 1.2772 0.5553 -1.4614 -0.31 -2.54 0.83 -0.009
C 0.8677 -0.7336 -1.5450 0.87 1.02 -1.99 0.019
C -1.4209 0.4812 0.6066 -2.18 0.25 -5.61 0.833
N -1.0102 0.0642 1.7981 4.18 -1.60 5.09 0.426
O -0.2199 -1.1548 1.7138 -1.33 0.54 -0.29 -0.003
O -1.5216 0.3821 2.8833 -0.69 -0.20 0.21 0.616
F -2.1966 1.5435 0.5492 -0.06 0.46 0.56 0.054
H 2.0356 0.7807 -0.7462 0.51 0.56 0.29 0.003
H 0.6714 -0.9568 2.0348 -0.23 0.48 0.09 0.004
H 0.7953 1.3445 -2.0037 -0.10 0.20 -0.20 -0.003
H 0.1970 -0.9168 -2.3774 -0.54 -0.24 0.26 0.000
H 1.3401 -1.6633 -1.1940 -0.13 0.93 0.55 0.001
H -0.8151 0.2738 -0.2582 0.00 0.15 0.20 0.057
```
Positions in Å, forces in eV/Å.

**Spin multiplicity**: 3
**HOMO energy (alpha / beta)**: -0.2418 / -0.3852 hartree
**LUMO (alpha / beta)**: 0.668 / -1.496 eV

[3]
Below is 2 unconnected molecules or ions with the total composition H2NO2S, with properties calculated with ωB97M-V with the def2-TZVPD basis set.

```
6
Properties=species:S:1:pos:R:3:forces:R:3:mulliken_charge:R:1
N -1.6024 0.0853 -0.5661 0.91 -0.06 -0.16 -0.679
O 1.6385 -1.2546 0.4348 -0.24 0.30 -0.47 -0.490
O 1.7285 1.1932 0.3836 -0.21 -0.29 -0.44 -0.489
S 1.3794 -0.0346 -0.3515 -0.49 0.07 0.82 0.455
H -1.5406 -0.8003 -0.0562 -0.03 0.17 0.14 0.103
H -1.6034 0.8110 0.1555 0.06 -0.18 0.10 0.100
```
Positions in Å, forces in eV/Å.

**HOMO energy (alpha / beta)**: -0.0756 / -0.1422 hartree
**Total charge**: -1
**LUMO (alpha / beta)**: 3.895 / 4.068 eV

[4]
Below is a molecular structure, C24H37CaGeNO3Te, with properties calculated with ωB97M-V with the def2-TZVPD basis set.

```
68
Properties=species:S:1:pos:R:3:forces:R:3:mulliken_spin:R:1
Ca 0.0478 -0.5153 -0.9789 -0.13 0.23 1.15 0.091
C -1.3045 -0.2087 3.6072 0.04 0.04 0.01 0.000
C -1.1801 -1.1330 2.3966 -0.03 0.14 -0.17 -0.001
C -1.0109 -2.5731 2.8630 0.02 -0.08 0.03 0.000
C -2.4268 -1.0094 1.5224 -0.03 0.04 -0.06 -0.001
O -0.0444 -0.8054 1.5988 -0.06 -0.25 -0.14 -0.007
Ge 0.9700 0.7740 1.7176 0.05 0.06 0.20 0.000
O 1.9241 0.0428 0.2454 0.26 -0.04 0.10 -0.092
C 3.3404 -0.1442 0.1944 -0.11 0.05 0.15 0.035
C 3.9613 1.0731 -0.4749 0.08 0.11 -0.04 -0.004
C 3.6076 -1.3988 -0.6227 -0.01 -0.09 -0.06 0.008
C 3.9224 -0.3196 1.5996 -0.06 -0.05 0.00 0.006
O -0.2694 1.5513 0.5050 -0.01 -0.14 -0.31 -0.020
C -0.5936 2.9311 0.3841 0.01 -0.02 0.02 -0.026
C -2.0497 3.0946 0.8115 -0.04 0.04 0.04 0.002
C -0.4276 3.3488 -1.0712 0.00 -0.03 -0.03 0.028
C 0.3028 3.8028 1.2645 0.02 -0.01 0.02 -0.003
H -2.1814 -0.4808 4.1997 0.01 0.00 -0.01 0.000
H -0.4180 -0.2784 4.2428 -0.03 0.01 -0.01 0.000
H -1.4189 0.8318 3.2881 -0.01 -0.05 0.02 0.000
H -1.8413 -2.8740 3.5082 0.02 -0.01 -0.02 0.000
H -0.9780 -3.2463 2.0040 0.00 0.02 0.03 0.000
H -0.0757 -2.6743 3.4189 -0.03 -0.01 0.00 0.000
H -3.3270 -1.3123 2.0646 0.01 0.01 -0.02 0.000
H -2.5472 0.0268 1.1934 0.00 -0.04 0.02 0.000
H -2.3271 -1.6467 0.6384 -0.02 0.01 0.06 0.000
H 3.5183 1.2254 -1.4611 0.00 -0.03 0.01 0.031
H 3.7799 1.9659 0.1304 0.01 -0.01 -0.01 -0.003
H 5.0407 0.9421 -0.5933 -0.02 0.04 0.01 0.010
H 3.2636 -1.2681 -1.6512 -0.01 0.01 0.02 -0.001
H 4.6767 -1.6253 -0.6360 -0.01 -0.01 -0.03 0.001
H 3.0764 -2.2474 -0.1851 0.04 0.00 0.00 -0.001
H 3.7788 0.5781 2.2035 0.02 -0.02 -0.01 -0.001
H 3.4366 -1.1574 2.1090 0.02 0.03 -0.03 0.001
H 4.9937 -0.5243 1.5374 -0.01 -0.01 -0.01 0.001
H -2.6882 2.4514 0.2022 0.01 0.02 0.00 0.000
H -2.1700 2.8034 1.8585 0.00 0.01 -0.03 0.000
H -2.3816 4.1301 0.6944 -0.01 -0.03 0.01 0.000
H -1.0797 2.7582 -1.7171 0.01 0.01 -0.01 -0.007
H -0.6694 4.4075 -1.2034 0.00 -0.03 0.00 0.003
H 0.5973 3.1727 -1.4021 -0.01 0.02 0.00 -0.003
H 0.2066 3.5271 2.3171 0.00 0.03 -0.02 0.000
H 1.3522 3.6889 0.9770 -0.05 0.01 0.01 0.001
H 0.0272 4.8546 1.1547 0.01 -0.02 -0.01 0.000
Te 1.1892 0.5180 -3.4309 0.24 0.29 -0.83 0.984
C -5.2087 -2.2369 -2.7292 0.08 -0.03 0.03 0.001
C -4.4183 -1.0923 -2.6921 0.05 -0.05 0.01 0.003
C -3.0767 -1.1642 -2.3601 -0.05 0.02 -0.03 0.005
C -2.4529 -2.3864 -2.0314 0.15 -0.11 0.00 -0.004
C -3.2688 -3.5367 -2.0800 -0.07 0.01 0.00 0.003
C -4.6106 -3.4547 -2.4207 0.04 0.04 0.00 0.000
N -1.1453 -2.3733 -1.6071 -0.24 -0.27 -0.05 -0.050
C -0.3629 -3.5216 -1.6300 -0.16 0.09 -0.04 0.002
C -0.3232 -4.4186 -2.7141 0.00 -0.10 0.00 0.006
C 0.5545 -5.4884 -2.7259 -0.01 0.05 0.04 0.001
C 1.4373 -5.7066 -1.6686 -0.05 0.05 -0.02 0.001
C 1.4183 -4.8271 -0.5969 -0.07 0.06 -0.02 -0.001
C 0.5267 -3.7603 -0.5703 0.10 0.02 0.03 -0.003
H -6.2570 -2.1808 -2.9938 0.02 -0.01 0.00 0.000
H -4.8491 -0.1296 -2.9405 0.00 0.02 0.00 0.000
H -2.4761 -0.2582 -2.3874 0.00 0.01 0.00 0.007
H -2.8359 -4.4962 -1.8247 -0.03 0.01 0.00 0.000
H -5.2045 -4.3624 -2.4376 0.01 0.00 0.00 0.000
H -0.9828 -4.2445 -3.5558 0.02 -0.01 0.01 -0.002
H 0.5660 -6.1545 -3.5818 0.00 0.01 0.01 0.000
H 2.1277 -6.5405 -1.6868 -0.01 0.01 -0.01 0.000
H 2.0960 -4.9744 0.2365 0.00 0.01 0.01 0.000
H 0.5032 -3.0904 0.2872 0.02 -0.05 -0.03 0.000
```
Positions in Å, forces in eV/Å.

**Spin multiplicity**: 2
**HOMO energy (alpha / beta)**: -0.1500 / -0.1495 hartree
**Total charge**: -1
**LUMO (alpha / beta)**: 2.692 / 1.883 eV